(1)
{
  "formula": "C18H36NO2",
  "method": "ωB97M-V/def2-TZVPD",
  "spin_multiplicity": 2,
  "energy_ev": -24824.59999,
  "relative_energy_kcal_mol": 208.03,
  "molar_mass_g_mol": 298.49,
  "symbols": ["C", "O", "C", "C", "C", "C", "C", "C", "C", "C", "C", "C", "C", "C", "C", "N", "O", "C", "C", "C", "C", "H", "H", "H", "H", "H", "H", "H", "H", "H", "H", "H", "H", "H", "H", "H", "H", "H", "H", "H", "H", "H", "H", "H", "H", "H", "H", "H", "H", "H", "H", "H", "H", "H", "H", "H", "H"],
  "coordinates": [[1.770, -2.754, 2.218], [2.818, -2.779, 1.150], [2.065, -2.434, -0.075], [2.997, -2.089, -1.378], [4.246, -1.066, -1.089], [3.890, 0.529, -1.442], [4.315, 1.491, -0.142], [3.106, 2.557, 0.246], [1.675, 1.777, 0.622], [0.426, 2.291, -0.312], [-1.048, 1.653, 0.142], [-0.951, 0.065, 0.566], [-2.391, -0.600, 0.973], [-2.353, -2.173, 0.506], [-2.420, -0.628, 2.645], [-3.612, 0.171, 0.541], [-4.061, 1.029, 1.472], [-3.489, 0.786, -0.831], [-4.808, 1.802, -0.992], [-3.685, -0.332, -2.060], [-2.174, 1.737, -1.063], [0.756, -3.220, 1.806], [1.496, -1.646, 2.549], [2.070, -3.402, 3.153], [1.363, -1.531, 0.199], [1.364, -3.338, -0.357], [3.460, -3.097, -1.764], [2.311, -1.644, -2.229], [5.109, -1.355, -1.848], [4.701, -1.175, -0.010], [4.485, 0.868, -2.411], [2.747, 0.656, -1.697], [4.570, 0.841, 0.820], [5.325, 2.060, -0.409], [2.937, 3.364, -0.603], [3.494, 3.160, 1.198], [1.811, 0.620, 0.423], [1.486, 1.885, 1.784], [0.674, 2.050, -1.434], [0.392, 3.473, -0.201], [-1.363, 2.284, 1.103], [-0.178, -0.150, 1.443], [-0.571, -0.508, -0.408], [-3.100, -2.458, -0.348], [-1.227, -2.475, 0.262], [-2.650, -2.860, 1.436], [-2.138, 0.404, 3.124], [-1.535, -1.372, 2.943], [-3.397, -1.116, 3.075], [-4.611, 2.799, -0.366], [-4.907, 2.128, -2.111], [-5.753, 1.215, -0.631], [-4.372, -1.179, -1.576], [-4.345, 0.159, -2.923], [-2.656, -0.737, -2.445], [-2.431, 2.887, -1.199], [-1.633, 1.385, -2.049]],
  "atomic_forces_ev_per_a": [[-0.841, -0.265, 0.319], [-2.824, 0.492, 0.084], [-0.426, 0.401, -0.762], [0.509, -0.352, 0.563], [0.352, 0.372, -1.193], [0.387, -0.155, 0.724], [-0.157, 0.296, -0.363], [0.447, 0.031, 0.548], [0.493, -0.401, -0.281], [0.021, 0.314, 0.578], [0.192, -0.273, 0.603], [0.206, 0.294, -1.147], [1.187, -1.261, 2.554], [-0.070, -0.730, 0.858], [1.192, -0.969, -0.207], [1.411, 2.056, 0.675], [0.749, -1.904, -2.027], [-1.955, 1.842, -2.261], [0.763, 0.137, 0.286], [-0.829, 0.103, 1.178], [1.393, 0.291, 0.262], [2.103, 0.842, 0.774], [0.831, -2.194, -0.698], [-0.194, 1.442, -2.025], [1.364, -1.540, -0.722], [1.267, 1.621, 0.517], [-1.015, 1.888, 0.717], [1.304, -0.946, 1.763], [-1.733, 0.409, 1.643], [-1.195, 0.160, -2.133], [-1.226, -0.716, 2.121], [2.194, -0.292, 0.654], [-0.756, 1.242, -2.118], [-2.249, -1.023, 0.592], [0.329, -1.814, 1.592], [-0.972, -1.227, -2.012], [-0.140, 2.316, 0.415], [0.102, -0.056, -2.417], [-0.511, 0.353, 2.112], [-0.123, -2.452, -0.359], [0.344, -1.408, -2.105], [-1.716, 0.537, -1.894], [-0.647, 1.214, 2.004], [1.699, 0.713, 1.473], [-2.539, 0.666, 0.238], [0.514, 1.547, -2.001], [-0.922, -1.963, -1.018], [-1.811, 1.514, -0.657], [1.794, 1.317, -0.932], [-0.700, -2.427, -1.201], [0.188, -0.773, 2.079], [1.697, 1.378, -0.702], [1.679, 1.630, -1.303], [1.820, -1.048, 1.823], [-2.120, 0.626, 0.689], [0.190, -2.519, 0.221], [-1.047, 0.664, 1.881]]
}

***

(2)
{
  "formula": "C18H36O15S3",
  "method": "ωB97M-V/def2-TZVPD",
  "energy_ev": -82463.77112,
  "relative_energy_kcal_mol": 0.00,
  "molar_mass_g_mol": 588.67,
  "symbols": ["O", "S", "O", "O", "C", "C", "O", "H", "H", "H", "H", "O", "S", "O", "O", "C", "C", "O", "H", "H", "H", "H", "O", "S", "O", "O", "C", "C", "O", "H", "H", "H", "H", "C", "C", "C", "O", "C", "H", "H", "H", "H", "H", "H", "H", "H", "C", "C", "C", "O", "C", "H", "H", "H", "H", "H", "H", "H", "H", "C", "C", "C", "O", "C", "H", "H", "H", "H", "H", "H", "H", "H"],
  "coordinates": [[-4.718, -0.431, -0.978], [-3.690, 0.513, -1.191], [-3.148, 1.227, -0.099], [-2.487, -0.143, -1.998], [-2.808, -0.137, -3.393], [-3.425, 1.237, -3.572], [-4.144, 1.483, -2.360], [-1.881, -0.239, -3.949], [-3.495, -0.948, -3.637], [-4.092, 1.346, -4.422], [-2.619, 1.972, -3.657], [5.239, 0.444, 3.079], [5.959, -0.530, 2.375], [7.235, -0.243, 1.856], [5.988, -1.865, 3.231], [5.869, -2.981, 2.348], [4.822, -2.532, 1.322], [5.053, -1.118, 1.189], [6.822, -3.201, 1.861], [5.598, -3.854, 2.933], [3.806, -2.700, 1.671], [5.045, -2.988, 0.361], [4.113, 2.562, -4.517], [4.312, 2.140, -3.189], [5.098, 2.895, -2.295], [2.917, 1.835, -2.510], [3.078, 0.753, -1.570], [4.359, 0.007, -1.997], [4.818, 0.629, -3.197], [3.153, 1.170, -0.569], [2.208, 0.110, -1.657], [4.175, -1.057, -2.143], [5.146, 0.046, -1.243], [0.728, -0.943, 2.435], [-0.544, -0.073, 2.472], [-0.309, 0.994, 1.371], [1.063, 0.874, 0.997], [1.382, -0.489, 1.131], [0.489, -2.004, 2.356], [1.356, -0.785, 3.308], [-0.620, 0.454, 3.423], [-1.461, -0.638, 2.325], [-0.443, 2.003, 1.755], [-0.940, 0.853, 0.494], [2.462, -0.606, 1.023], [0.948, -1.082, 0.303], [-4.797, -3.376, 1.249], [-5.620, -3.771, 2.463], [-4.530, -4.320, 3.418], [-3.270, -3.883, 2.913], [-3.525, -2.903, 1.911], [-5.235, -2.663, 0.550], [-4.572, -4.252, 0.630], [-6.402, -4.500, 2.260], [-6.092, -2.899, 2.920], [-4.518, -5.413, 3.410], [-4.701, -3.995, 4.446], [-2.656, -2.787, 1.263], [-3.666, -1.927, 2.401], [-1.246, 4.055, -0.574], [-0.606, 3.074, -1.550], [-0.208, 3.957, -2.745], [-0.879, 5.200, -2.595], [-1.810, 5.094, -1.536], [-0.480, 4.545, 0.030], [-2.036, 3.620, 0.032], [-1.290, 2.254, -1.786], [0.228, 2.527, -1.101], [-0.551, 3.489, -3.677], [0.869, 4.107, -2.794], [-2.779, 4.757, -1.950], [-2.043, 6.048, -1.063]],
  "atomic_forces_ev_per_a": [[-0.450, -0.489, 0.106], [0.193, 0.009, -0.366], [0.025, 0.273, 0.165], [0.216, -0.309, 0.265], [-0.174, -0.010, -0.295], [0.586, 0.345, -0.286], [-0.269, 0.318, 0.106], [0.037, -0.069, 0.036], [0.015, -0.033, 0.117], [-0.166, -0.161, 0.085], [-0.170, 0.103, 0.060], [-0.606, 0.671, 0.595], [-0.217, -0.532, -0.300], [0.755, 0.014, -0.353], [0.040, -0.085, 0.167], [0.089, -0.338, -0.229], [0.689, -0.025, 0.275], [-0.159, -0.043, -0.072], [0.055, 0.256, 0.050], [-0.251, 0.118, 0.061], [-0.076, 0.003, -0.140], [-0.370, -0.065, -0.079], [-0.144, 0.078, -0.477], [-0.193, -0.353, -0.154], [0.572, 0.405, 0.582], [-0.252, -0.239, -0.075], [0.129, 0.093, 0.039], [0.429, -0.334, 0.805], [-0.190, -0.171, -0.182], [-0.062, -0.064, 0.040], [-0.155, 0.177, 0.027], [-0.086, 0.117, -0.592], [-0.081, 0.361, 0.019], [-0.104, -0.339, -0.392], [0.223, 0.587, 0.057], [0.123, -0.121, 0.258], [0.090, 0.099, -0.124], [0.043, -0.345, -0.322], [-0.008, -0.015, 0.238], [0.084, 0.093, -0.051], [-0.088, -0.210, 0.106], [0.008, -0.025, -0.096], [-0.098, 0.035, -0.134], [-0.044, -0.078, 0.030], [0.051, 0.106, 0.436], [-0.152, 0.183, 0.017], [0.100, -0.105, -0.741], [0.092, -0.001, 0.332], [-0.413, -0.410, -0.275], [0.138, 0.169, -0.013], [0.089, 0.415, 0.352], [-0.150, 0.245, 0.363], [0.064, -0.090, 0.206], [0.045, -0.042, -0.031], [-0.005, 0.053, -0.124], [0.003, 0.023, 0.059], [0.194, 0.134, -0.003], [0.025, -0.357, -0.042], [-0.164, 0.008, -0.118], [-0.087, 0.460, -0.473], [0.321, -0.633, 0.543], [-0.402, -0.671, -0.044], [0.297, 0.495, 0.230], [-0.925, -0.449, 0.000], [-0.067, -0.166, 0.214], [0.158, -0.074, 0.200], [-0.259, 0.367, -0.333], [0.228, 0.364, -0.074], [0.227, 0.067, -0.083], [-0.026, 0.165, -0.064], [0.103, -0.175, 0.085], [0.527, 0.217, -0.194]]
}

***

(3)
{
  "formula": "C18H37AlF9O8P2",
  "method": "ωB97M-V/def2-TZVPD",
  "energy_ev": -85282.64627,
  "charge": -1,
  "molar_mass_g_mol": 641.40,
  "symbols": ["F", "C", "F", "F", "C", "F", "F", "C", "F", "F", "C", "F", "F", "C", "C", "Al", "H", "H", "H", "H", "H", "H", "H", "O", "P", "O", "C", "C", "O", "C", "C", "O", "C", "C", "H", "H", "H", "H", "H", "H", "H", "H", "H", "H", "H", "H", "H", "H", "H", "O", "P", "O", "C", "C", "O", "C", "C", "O", "C", "C", "H", "H", "H", "H", "H", "H", "H", "H", "H", "H", "H", "H", "H", "H", "H"],
  "coordinates": [[-1.926, 3.938, -2.960], [-1.614, 2.896, -3.743], [-2.754, 2.509, -4.359], [-0.763, 3.283, -4.686], [-1.029, 1.681, -2.922], [0.245, 1.494, -3.237], [-1.699, 0.582, -3.367], [-1.264, 1.718, -1.385], [-1.213, 0.415, -1.000], [-2.521, 2.126, -1.141], [-0.230, 2.442, -0.465], [-0.662, 2.045, 0.805], [0.972, 1.883, -0.590], [-0.269, 3.958, -0.421], [0.609, 4.852, -1.340], [2.113, 4.294, -2.628], [-0.057, 4.207, 0.620], [-1.324, 4.217, -0.545], [1.077, 5.587, -0.680], [-0.081, 5.446, -1.948], [3.405, 5.254, -2.315], [2.629, 2.764, -2.603], [1.677, 4.670, -4.160], [5.497, 0.089, -1.277], [5.442, -1.208, -0.574], [5.359, -0.685, 0.973], [4.189, 0.022, 1.397], [2.974, -0.873, 1.571], [6.952, -1.781, -0.585], [7.899, -1.309, -1.546], [8.753, -0.201, -0.968], [4.765, -2.616, -0.161], [4.132, -3.442, -1.163], [5.118, -3.962, -2.191], [3.973, 0.827, 0.691], [4.451, 0.478, 2.352], [2.625, -1.260, 0.612], [2.155, -0.311, 2.021], [3.213, -1.729, 2.203], [7.399, -0.979, -2.457], [8.524, -2.166, -1.809], [8.129, 0.581, -0.536], [9.385, 0.241, -1.739], [9.392, -0.587, -0.172], [3.333, -2.876, -1.648], [3.670, -4.267, -0.624], [5.515, -3.152, -2.808], [4.630, -4.679, -2.852], [5.963, -4.445, -1.701], [-6.449, -0.023, 2.113], [-5.527, -1.116, 2.438], [-5.357, -1.323, 4.010], [-6.498, -1.662, 4.805], [-6.944, -3.100, 4.615], [-4.039, -0.645, 2.087], [-3.774, 0.588, 1.401], [-3.435, 1.700, 2.363], [-5.377, -2.606, 1.913], [-5.926, -2.956, 0.622], [-5.228, -2.233, -0.512], [-7.315, -0.969, 4.586], [-6.196, -1.501, 5.840], [-7.346, -3.261, 3.614], [-7.723, -3.351, 5.336], [-6.104, -3.782, 4.743], [-4.619, 0.859, 0.767], [-2.927, 0.400, 0.745], [-4.181, 1.782, 3.156], [-3.359, 2.655, 1.843], [-2.478, 1.489, 2.843], [-6.998, -2.745, 0.615], [-5.801, -4.033, 0.526], [-5.428, -1.160, -0.482], [-5.579, -2.613, -1.472], [-4.149, -2.366, -0.448]],
  "atomic_forces_ev_per_a": [[0.268, -0.227, -0.241], [-0.256, 0.123, -0.387], [0.287, 0.211, 0.266], [-0.269, -0.111, 0.421], [-0.534, -0.146, -0.495], [0.179, 0.237, 0.297], [-0.080, 0.031, -0.001], [0.983, -0.668, 0.099], [0.057, -0.257, -0.062], [-0.135, 0.344, -0.022], [-0.719, 0.659, 1.009], [-0.224, -0.175, -0.116], [0.223, -0.044, -0.457], [0.086, 0.632, -0.306], [-0.351, -0.366, 0.007], [0.571, 0.236, -0.314], [0.129, -0.256, 0.032], [-0.021, -0.096, 0.047], [0.139, -0.068, -0.040], [0.098, -0.031, -0.115], [-0.085, 0.062, 0.177], [-0.130, -0.081, 0.119], [-0.209, -0.022, 0.044], [-1.993, -1.274, -2.357], [3.827, 1.712, 5.302], [-0.161, -0.488, -0.019], [-0.064, 0.186, -0.036], [0.057, -0.126, -0.082], [-0.344, -0.542, -0.683], [0.277, 0.171, -0.067], [0.017, 0.025, 0.195], [-1.509, 0.301, -2.334], [0.017, -0.168, -0.155], [0.132, 0.083, 0.021], [0.026, 0.001, 0.000], [0.069, -0.024, -0.006], [-0.061, 0.060, 0.013], [0.015, 0.037, -0.016], [-0.002, 0.031, 0.047], [-0.108, 0.089, 0.093], [-0.060, -0.054, 0.063], [-0.069, 0.020, -0.131], [-0.001, -0.021, -0.011], [0.010, -0.014, -0.019], [-0.021, -0.003, 0.039], [0.049, 0.049, 0.115], [-0.039, 0.001, -0.014], [-0.024, 0.011, 0.006], [-0.032, -0.044, 0.019], [-1.428, -1.216, -0.697], [3.592, 1.724, 1.153], [-0.390, -0.438, -0.089], [-0.202, -0.037, 0.171], [0.045, -0.022, -0.162], [-0.111, -0.130, -0.096], [0.057, 0.298, -0.202], [0.095, -0.120, 0.379], [-1.730, -0.121, -0.399], [-0.018, -0.003, -0.261], [0.105, 0.138, 0.076], [0.043, 0.027, -0.038], [0.090, 0.047, -0.035], [-0.027, 0.004, 0.020], [0.016, 0.033, 0.030], [-0.002, 0.006, 0.059], [-0.106, -0.041, 0.116], [0.008, -0.144, 0.062], [-0.140, 0.032, -0.134], [0.032, -0.028, -0.042], [0.031, 0.078, -0.033], [0.015, 0.027, 0.052], [0.077, -0.009, 0.135], [-0.051, -0.019, 0.002], [-0.012, -0.027, 0.012], [-0.002, -0.069, -0.025]]
}